[1]
This record from the OMol25 dataset describes a cluster of 7 separate species, C7H28N2O7 in total in a non-equilibrium geometry. The level of theory is ωB97M-V/def2-TZVPD.

```
44
C7H28N2O7 ωB97M-V/def2-TZVPD
O 1.68 2.61 -2.77
O 2.41 -0.15 2.73
O -4.12 0.87 0.39
O 2.34 5.19 0.54
O -3.06 -1.25 1.66
O 2.54 -2.96 0.29
O 0.15 -0.55 1.05
N 2.50 -3.62 -1.87
N 0.66 -2.60 -0.98
C -0.43 0.51 0.31
C 1.95 -3.00 -0.78
C 1.05 1.44 -3.26
C -4.10 1.06 -1.04
C 2.40 -1.24 3.63
C -4.12 -2.11 1.24
C 2.14 3.79 0.17
H 0.95 -0.26 1.50
H -3.14 0.62 -1.33
H -4.15 -2.99 1.89
H 0.27 1.32 0.06
H -3.63 0.05 0.57
H -1.30 0.91 0.82
H -0.04 1.42 -3.24
H 2.14 3.30 1.14
H 3.04 -2.08 3.32
H -0.70 0.16 -0.69
H 1.94 5.77 -0.11
H 1.49 1.33 -4.26
H -4.00 -2.48 0.21
H 1.36 0.53 -2.74
H -5.09 -1.65 1.39
H 2.07 -3.86 -2.74
H 1.22 3.75 -0.39
H -2.37 -1.83 2.01
H 2.48 -0.96 4.68
H 3.00 3.45 -0.40
H 3.38 -4.09 -1.70
H 1.10 3.37 -2.76
H 0.16 -2.81 -1.82
H 0.23 -2.09 -0.22
H -4.86 0.45 -1.56
H 3.28 0.26 2.77
H 1.41 -1.69 3.54
H -4.22 2.11 -1.26
```

The energy above the lowest of the compared OMol25 structures with the same formula, charge and spin is 329.8 kJ/mol. For the gap between HOMO and LUMO, the calculation gives 10.1934 eV. Its LUMO energy is 0.5 eV.

[2]
This record from the OMol25 dataset describes an isolated molecule of C5H9NO4 in a non-equilibrium geometry. The level of theory is ωB97M-V/def2-TZVPD.

```
19
C5H9NO4 ωB97M-V/def2-TZVPD
O -1.85 0.93 -0.05
O 1.05 -1.42 -1.37
O -2.47 -1.29 -0.17
O -0.02 0.36 -2.16
N 0.40 -0.05 1.63
C 0.91 1.10 0.89
C -0.61 -0.77 1.17
C -1.59 -0.45 0.36
C 1.69 0.72 -0.42
C 0.82 -0.12 -1.43
H 0.09 1.68 0.58
H -0.67 -1.75 1.43
H 2.29 0.06 0.13
H 1.13 -0.54 2.16
H -3.35 -0.90 -0.22
H 0.40 -1.82 -1.86
H -1.86 1.07 -1.10
H 1.55 1.73 1.41
H 2.11 1.45 -0.96
```

The energy above the lowest of the compared OMol25 structures with the same formula, charge and spin is 297.3 kJ/mol. For the gap between HOMO and LUMO, the calculation gives 8.1086 eV. Its LUMO energy is 0.7 eV.

[3]
This record from the OMol25 dataset describes a structure of composition C42H47N4O4SbSe4SiTi in a non-equilibrium geometry. The level of theory is ωB97M-V/def2-TZVPD.

```
104
C42H47N4O4SbSe4SiTi ωB97M-V/def2-TZVPD
Sb 3.98 1.16 2.66
Se 6.19 1.75 1.61
Se 1.84 0.57 1.61
Se 4.78 3.53 2.48
Se 4.23 0.18 4.80
Ti 0.16 0.39 0.14
Si 0.61 -2.43 1.97
O 1.92 0.67 -3.63
O -0.82 -1.61 -2.04
O -1.97 3.91 1.11
O -2.25 0.28 -0.48
N -0.62 2.01 1.37
N -0.11 2.02 -1.14
N 1.64 0.16 -1.37
N -0.40 -1.22 1.06
C -0.14 -4.13 1.66
C -1.57 -2.56 -4.07
C -0.71 3.96 -2.94
C -3.83 1.08 -3.69
C -0.91 3.01 -0.77
C -1.21 4.03 -1.64
C -1.81 -1.22 1.35
C -4.78 -0.95 -2.87
C -1.30 -3.68 -3.06
C 1.32 4.13 1.49
C 1.31 3.83 3.97
C 0.08 2.88 -3.32
C 1.37 0.81 -2.56
C 0.64 -2.00 3.77
C 5.59 -1.29 -1.66
C -3.03 1.16 -2.56
C -3.10 0.17 -1.60
C -3.97 -0.89 -1.74
C 5.33 0.05 -1.46
C -2.70 -0.38 0.67
C -0.74 1.96 3.85
C -4.00 -0.19 1.10
C -2.38 -1.98 2.38
C 0.37 1.92 -2.38
C 2.98 -0.38 -1.42
C 4.53 -2.18 -1.76
C 2.10 -2.73 -1.79
C -4.51 -0.91 2.16
C 0.79 3.46 2.73
C -1.86 0.97 3.83
C -0.21 2.48 2.68
C -4.72 0.02 -3.85
C 2.39 -2.62 1.47
C -0.21 2.37 5.08
C 0.82 3.28 5.14
C -1.27 3.01 0.69
C -0.78 -1.41 -3.47
C 3.22 -1.73 -1.65
C 4.03 0.53 -1.35
C -3.70 -1.85 2.77
C -1.28 -2.93 -1.74
C 3.78 2.01 -1.27
H 6.15 0.76 -1.40
H 2.88 2.25 -0.72
H -1.14 -4.10 1.23
H 2.39 -3.69 -1.37
H -1.50 -0.01 3.52
H -0.19 -2.43 4.34
H 0.62 -0.92 3.93
H 0.49 2.77 -4.32
H -4.05 -1.65 -0.99
H -2.30 0.86 4.83
H -4.08 -2.47 3.58
H -1.76 -2.68 2.92
H -0.32 -4.13 -3.26
H 4.72 -3.23 -1.95
H 1.84 -2.88 -2.84
H 1.58 -2.37 4.20
H -5.35 -0.03 -4.73
H -2.28 -2.87 -1.30
H -5.54 -0.75 2.49
H -0.92 4.75 -3.65
H 1.53 3.41 0.70
H -2.65 1.27 3.14
H 1.21 -2.38 -1.28
H -2.64 -2.32 -4.09
H -5.47 -1.79 -2.98
H 2.11 4.57 4.00
H -0.20 -4.69 2.60
H 6.61 -1.65 -1.74
H 3.67 2.42 -2.28
H -4.61 0.53 0.58
H -1.83 4.85 -1.30
H 0.51 -4.70 0.99
H 1.24 3.58 6.10
H 0.26 -1.44 -3.80
H -3.77 1.87 -4.43
H 2.72 -2.02 0.64
H -1.19 -0.44 -3.70
H 2.25 4.66 1.71
H 3.01 -2.36 2.33
H -1.25 -2.80 -5.08
H -0.62 -3.38 -1.00
H 2.58 -3.67 1.22
H 0.60 4.85 1.11
H 4.62 2.51 -0.80
H -2.36 1.99 -2.42
H -0.64 1.97 5.99
H -2.05 -4.47 -3.07
```

The energy above the lowest of the compared OMol25 structures with the same formula, charge and spin is 0.0 kJ/mol. For the gap between HOMO and LUMO, the calculation gives 5.9304 eV. Its LUMO energy is -2.1 eV.

[4]
This record from the OMol25 dataset describes an isolated molecule of C6H15NO in a non-equilibrium geometry. The level of theory is ωB97M-V/def2-TZVPD.

```
23
C6H15NO ωB97M-V/def2-TZVPD
O -2.88 -0.02 0.88
N 1.35 -0.05 1.26
C 1.84 -1.24 -0.95
C -0.81 1.10 0.88
C 2.28 -0.86 0.47
C 0.69 1.08 0.61
C -1.82 0.34 -1.28
C -1.61 0.01 0.18
H 0.82 -1.65 -0.98
H 1.90 -0.37 -1.59
H 0.68 -0.60 1.79
H 1.13 1.99 1.02
H 2.56 -1.95 -1.36
H -2.35 1.29 -1.40
H -0.95 0.97 1.96
H -2.43 -0.41 -1.79
H -1.20 -0.99 0.30
H -1.27 2.05 0.62
H -0.89 0.37 -1.85
H 2.58 -1.69 1.09
H 0.84 1.09 -0.47
H -3.57 -0.26 0.26
H 3.14 -0.21 0.35
```

The energy above the lowest of the compared OMol25 structures with the same formula, charge and spin is 130.8 kJ/mol. For the gap between HOMO and LUMO, the calculation gives 9.4116 eV. Its LUMO energy is 1.0 eV.

[5]
This record from the OMol25 dataset describes a structure of composition C21H20B11Br6MnN4O. The level of theory is ωB97M-V/def2-TZVPD.

```
64
C21H20B11Br6MnN4O ωB97M-V/def2-TZVPD
Br 5.19 -2.30 2.86
Br 1.49 -2.07 2.49
Br 6.69 -1.65 -0.61
Br 0.58 -1.46 -0.98
Br 3.75 -1.15 -3.01
Br 3.47 0.10 0.57
Mn 1.06 0.00 1.07
O -4.52 9.66 7.07
N -0.67 0.26 2.07
N -1.31 5.47 3.66
N -2.73 4.01 4.54
N 0.99 2.02 1.04
C -4.63 7.29 6.70
C 1.71 4.26 0.62
C -1.03 4.23 3.19
C -4.07 8.60 6.51
C 0.84 4.75 1.57
C -1.86 1.90 3.37
C 1.76 2.88 0.38
C -0.01 3.85 2.24
C -2.33 5.32 4.47
C -2.95 8.78 5.65
C -4.07 6.24 6.05
C -5.67 9.66 7.98
C -2.61 -0.38 3.28
C -1.91 3.30 3.72
C -1.55 -0.68 2.43
C 0.09 2.50 1.95
C -2.76 0.89 3.77
C 3.52 -4.92 -0.47
C -2.40 7.72 5.00
C -2.95 6.42 5.19
C -0.83 1.54 2.51
B 4.94 -4.28 0.24
B 2.06 -4.23 0.03
B 3.43 -4.46 1.17
B 2.74 -3.92 -1.60
B 5.05 -2.63 -0.39
B 3.67 -2.40 -1.55
B 3.60 -1.85 0.12
B 4.37 -2.95 1.24
B 2.61 -2.93 1.07
B 2.18 -2.60 -0.61
B 4.52 -3.95 -1.46
H 5.16 -4.41 -2.33
H 2.20 -4.35 -2.55
H 2.35 4.91 0.06
H 3.51 -5.98 -0.67
H 2.44 2.47 -0.36
H -3.30 -1.17 3.55
H -1.40 -1.67 2.03
H 5.86 -4.97 0.50
H -5.48 7.15 7.35
H -4.49 5.26 6.20
H -2.56 9.79 5.53
H -3.58 1.11 4.44
H 1.06 -4.85 0.16
H -5.42 9.04 8.85
H -1.56 7.84 4.35
H -5.79 10.70 8.27
H 3.34 -5.25 2.04
H -6.54 9.30 7.44
H 0.78 5.81 1.78
H -3.49 3.64 5.10
```

Its net charge is +3. For the gap between HOMO and LUMO (alpha / beta), the calculation gives 4.1208 / 4.7501 eV. Its spin multiplicity is 6. Its LUMO energy (alpha / beta) is -11.6 / -11.0 eV.

[6]
This record from the OMol25 dataset describes a structure of composition C6H19F3N5O3Sr in a non-equilibrium geometry. The level of theory is ωB97M-V/def2-TZVPD.

```
37
C6H19F3N5O3Sr ωB97M-V/def2-TZVPD
Sr 0.63 -1.12 -0.14
F 3.03 -2.05 0.23
F 0.99 -2.88 -1.94
F 0.47 -3.10 1.37
O -1.33 -0.43 1.42
O 0.68 0.86 -1.52
O 1.41 0.66 1.42
N -1.15 -2.26 2.72
N 1.61 2.71 2.38
N -2.52 -0.46 3.36
N 3.03 0.96 2.94
N -1.37 -1.25 -1.62
C -0.40 0.91 -2.45
C 1.47 2.02 -1.55
C -1.64 -1.02 2.46
C -0.83 -0.52 -2.81
C 1.99 1.40 2.19
C -1.94 -0.50 -3.87
H -0.09 1.36 -3.39
H -0.44 -2.67 2.00
H 2.19 3.33 2.92
H -2.92 -0.19 -3.48
H -2.82 0.47 3.17
H 0.05 -1.00 -3.25
H 0.87 2.93 -1.51
H -2.33 -0.93 -1.64
H 2.13 1.95 -0.68
H -2.73 -0.94 4.22
H 3.27 -0.02 2.89
H -1.29 -2.64 3.64
H -1.66 0.22 -4.65
H 2.15 1.99 -2.41
H 0.76 3.03 1.96
H -2.02 -1.48 -4.34
H -1.26 1.41 -1.99
H 3.44 1.49 3.69
H -1.41 -2.26 -1.74
```

Its net charge is -1. The energy above the lowest of the compared OMol25 structures with the same formula, charge and spin is 133.9 kJ/mol. For the gap between HOMO and LUMO, the calculation gives 6.0610 eV. Its LUMO energy is 2.4 eV.

[7]
This record from the OMol25 dataset describes an isolated molecule of C6H6N2 in a non-equilibrium geometry. The level of theory is ωB97M-V/def2-TZVPD.

```
14
C6H6N2 ωB97M-V/def2-TZVPD
N 0.22 1.73 0.68
N -0.29 0.87 1.58
C -0.78 -0.59 -0.98
C 1.63 -0.11 -0.18
C 1.32 1.28 0.07
C -1.67 -0.18 -0.09
C -1.18 0.03 1.24
C 0.69 -0.91 -0.71
H -2.70 -0.03 -0.12
H -0.99 -0.76 -2.01
H 0.87 -1.99 -0.99
H -1.48 -0.67 2.07
H 2.57 -0.57 0.11
H 1.78 1.90 -0.68
```

The energy above the lowest of the compared OMol25 structures with the same formula, charge and spin is 291.0 kJ/mol. For the gap between HOMO and LUMO, the calculation gives 9.8084 eV. Its LUMO energy is 0.6 eV.

[8]
This record from the OMol25 dataset describes a structure of composition C39H53ClHfOP4 in a non-equilibrium geometry. The level of theory is ωB97M-V/def2-TZVPD.

```
99
C39H53ClHfOP4 ωB97M-V/def2-TZVPD
Hf 0.19 -0.07 1.85
Cl 2.04 1.23 2.58
P 1.79 -2.12 1.75
P -3.32 -2.75 -0.57
P 1.62 1.05 -3.11
P -1.36 2.08 2.04
O -2.34 -0.22 -1.93
C 3.18 -2.05 0.60
C 2.63 -2.27 3.37
C -0.07 1.62 7.48
C -1.96 -1.61 0.02
C 0.70 0.52 0.09
C 5.07 2.94 -2.37
C -1.58 3.57 -3.26
C 0.87 0.54 5.53
C -0.60 -0.69 3.89
C 0.10 -0.73 -4.38
C 1.49 -2.99 -3.45
C 1.05 -3.74 1.43
C -1.44 -1.55 1.26
C -0.07 3.79 -5.14
C 3.79 2.46 -2.07
C -3.06 1.59 2.47
C 1.04 1.29 6.69
C -0.43 0.31 -0.52
C -1.51 0.47 5.90
C -0.83 3.16 3.42
C -0.21 -1.98 -4.85
C -0.76 2.59 -2.70
C 5.30 1.26 -4.13
C -4.70 -1.79 -1.15
C -1.26 4.15 -4.50
C 0.45 -3.12 -4.38
C -3.88 -3.74 0.82
C 1.13 -0.58 -3.41
C 0.47 2.29 -3.35
C 5.82 2.34 -3.40
C -1.35 1.22 7.06
C 3.27 1.41 -2.85
C -0.40 0.13 5.11
C -1.62 3.30 0.72
C 1.85 -1.73 -2.96
C 0.82 2.91 -4.58
C -2.72 -3.82 -1.86
C 4.04 0.77 -3.86
C -1.29 -0.71 -1.09
H 3.20 2.90 -1.26
H 3.33 -3.11 3.27
H 0.14 -4.13 -4.72
H -1.40 4.09 3.35
H -5.05 -1.12 -0.36
H 1.79 -4.51 1.64
H 0.72 -3.78 0.38
H 1.74 0.30 4.92
H -1.97 -2.16 2.04
H 2.04 1.59 7.00
H -1.03 2.15 -1.76
H 0.16 -3.86 2.05
H -5.54 -2.43 -1.46
H 0.07 2.16 8.41
H -1.85 -4.38 -1.52
H 6.85 2.72 -3.64
H 2.70 -1.64 -2.29
H 1.99 -3.87 -3.09
H -4.23 -3.10 1.64
H -2.07 0.50 -2.58
H -3.44 0.92 1.69
H 3.15 -1.35 3.60
H -0.61 -1.44 -1.57
H -3.09 -4.41 1.19
H -1.93 4.92 -4.94
H -3.47 -4.54 -2.17
H -1.01 2.66 4.38
H -2.22 1.48 7.66
H 1.89 -2.46 4.16
H -2.46 -3.23 -2.74
H -0.09 -1.66 3.96
H -2.34 2.92 -0.01
H 3.60 -0.08 -4.40
H 5.51 3.75 -1.79
H -0.42 0.17 -4.77
H 3.97 -2.70 1.00
H -1.66 -0.88 3.70
H -2.47 3.92 -2.73
H 1.04 1.58 0.22
H -2.51 0.12 5.61
H -4.73 -4.38 0.55
H -1.99 4.22 1.18
H -3.08 1.07 3.43
H 5.91 0.76 -4.89
H 3.55 -1.02 0.50
H -0.68 3.51 0.20
H 0.19 4.27 -6.09
H 0.24 3.36 3.33
H 1.78 2.67 -5.04
H 2.86 -2.40 -0.39
H -1.04 -2.10 -5.55
H -3.67 2.50 2.51
H -4.37 -1.22 -2.01
```

Its net charge is +2. The energy above the lowest of the compared OMol25 structures with the same formula, charge and spin is 639.0 kJ/mol. For the gap between HOMO and LUMO (alpha / beta), the calculation gives 3.5958 / 3.5992 eV. Its LUMO energy (alpha / beta) is -7.2 / -7.2 eV.

[9]
This record from the OMol25 dataset describes a structure of composition C2F6LuNO3S2 in a non-equilibrium geometry. The level of theory is ωB97M-V/def2-TZVPD.

```
15
C2F6LuNO3S2 ωB97M-V/def2-TZVPD
Lu 1.08 -0.25 2.61
S -0.41 0.83 0.35
S -1.84 -1.86 0.01
F -1.30 -3.30 -2.04
F 1.89 1.85 1.38
F 0.42 -2.95 -0.78
F 0.67 3.37 0.45
F -0.27 -1.41 -2.14
F 1.77 2.02 -0.81
O 1.01 -0.46 0.40
O -1.14 1.67 -0.64
O -0.52 1.04 1.88
N -1.76 -0.28 0.33
C -0.66 -2.37 -1.32
C 1.05 2.11 0.30
```

Its net charge is +1. The energy above the lowest of the compared OMol25 structures with the same formula, charge and spin is 59.7 kJ/mol. For the gap between HOMO and LUMO (alpha / beta), the calculation gives 4.9022 / 6.0080 eV. Its spin multiplicity is 2. Its LUMO energy (alpha / beta) is -7.5 / -7.5 eV.

[10]
This record from the OMol25 dataset describes an isolated molecule of C6H9N2P in a non-equilibrium geometry. The level of theory is ωB97M-V/def2-TZVPD.

```
18
C6H9N2P ωB97M-V/def2-TZVPD
P -1.44 -0.68 -0.52
N 0.44 1.48 -0.18
N 1.72 1.69 0.07
C 0.15 0.15 -0.37
C 2.25 0.49 0.13
C -2.28 0.46 0.60
C 1.54 -2.04 -0.23
C -0.25 2.63 -0.30
C 1.34 -0.54 -0.10
H -1.25 2.65 -0.43
H 0.64 -2.46 -0.44
H 0.30 3.55 -0.19
H 2.22 -2.44 -0.88
H -3.39 0.56 0.68
H -2.08 -0.18 -1.73
H 1.76 -2.24 0.78
H 3.26 0.26 0.16
H -1.51 1.04 1.14
```

The energy above the lowest of the compared OMol25 structures with the same formula, charge and spin is 432.1 kJ/mol. For the gap between HOMO and LUMO (alpha / beta), the calculation gives 7.1814 / 7.7669 eV. Its LUMO energy (alpha / beta) is -0.2 / -0.2 eV.